(1)
Molecular formula: C74H75N3O5P2S2SiSn
Method: DFT, the ωB97M-V functional and the def2-TZVPD basis

Values from the calculation:
Kohn-Sham gap, eV: 6.40
Highest occupied orbital energy, Ha: -0.239

```
! wB97M-V def2-TZVPD RIJCOSX def2/J DEFGRID3
* xyz 0 1
Sn 0.21 -0.88 -0.11
C -1.49 -5.18 -1.58
C -0.69 -4.08 -0.94
N -0.77 -2.85 -1.32
N -1.60 -2.55 -2.32
C -1.66 -1.27 -2.63
O -0.97 -0.34 -2.15
C -2.67 -0.92 -3.66
C -2.61 0.33 -4.27
C -3.58 0.71 -5.17
C -4.64 -0.15 -5.45
C -4.69 -1.40 -4.85
C -3.71 -1.79 -3.97
C 0.20 -4.39 0.17
C 0.46 -5.71 0.56
C 1.30 -5.96 1.63
C 1.87 -4.88 2.30
C 1.56 -3.60 1.86
N 0.76 -3.37 0.84
H -2.16 -4.72 -2.31
H -2.06 -5.73 -0.84
H -0.83 -5.87 -2.11
H -1.78 0.98 -4.02
H -3.53 1.67 -5.66
H -5.41 0.15 -6.14
H -5.51 -2.07 -5.08
H -3.72 -2.75 -3.49
H 0.00 -6.54 0.04
H 1.49 -6.97 1.95
H 2.54 -5.03 3.13
H 1.97 -2.73 2.34
O -3.09 -0.75 0.20
S -2.58 0.60 0.48
C -3.13 1.65 -0.88
C -4.18 1.24 -1.66
C -4.82 2.10 -2.57
C -4.44 3.41 -2.60
C -4.97 4.61 -3.34
C -4.06 5.79 -2.91
C -3.11 5.20 -1.90
C -2.15 5.75 -1.10
C -1.30 4.89 -0.39
C -1.43 3.51 -0.40
P 0.00 2.39 -0.10
C 1.03 2.94 -1.54
C 1.55 1.93 -2.34
C 2.29 2.24 -3.47
C 2.49 3.56 -3.83
C 2.00 4.57 -3.02
C 1.30 4.26 -1.87
C 0.84 3.15 1.31
C 2.23 3.08 1.40
C 2.88 3.48 2.55
C 2.14 3.94 3.64
C 0.76 3.98 3.57
C 0.11 3.58 2.41
C -2.60 2.95 -1.00
C -3.35 3.82 -1.80
C -3.76 1.29 1.71
C -5.04 1.67 1.38
C -5.96 2.16 2.33
C -5.55 2.32 3.62
C -6.27 2.77 4.86
C -5.18 2.81 5.96
C -3.96 2.23 5.31
C -2.72 1.91 5.80
C -1.83 1.23 4.96
C -2.11 0.93 3.64
P -1.19 -0.38 2.74
C 0.12 -0.80 3.94
C 0.03 -1.82 4.88
C 1.10 -2.09 5.71
C 2.28 -1.36 5.59
C 2.39 -0.37 4.62
C 1.31 -0.09 3.80
C -2.38 -1.73 3.11
C -3.35 -1.69 4.12
C -4.10 -2.81 4.40
C -3.91 -3.99 3.69
C -2.96 -4.03 2.69
C -2.21 -2.91 2.39
C -3.32 1.40 3.06
C -4.23 1.98 3.95
H -4.52 0.22 -1.55
H -5.64 1.73 -3.18
H -6.01 4.80 -3.07
H -4.93 4.44 -4.41
H -4.63 6.62 -2.49
H -3.50 6.17 -3.76
H -1.97 6.82 -1.07
H -0.50 5.33 0.19
H 1.39 0.89 -2.09
H 2.73 1.45 -4.06
H 3.04 3.80 -4.73
H 2.19 5.60 -3.27
H 0.95 5.08 -1.26
H 2.79 2.69 0.56
H 3.95 3.41 2.62
H 2.65 4.24 4.54
H 0.19 4.32 4.42
H -0.97 3.60 2.36
H -5.36 1.58 0.36
H -6.97 2.40 2.01
H -7.04 2.03 5.11
H -6.77 3.73 4.73
H -5.48 2.25 6.85
H -4.99 3.84 6.27
H -2.45 2.10 6.83
H -0.89 0.88 5.38
H -0.89 -2.39 4.98
H 1.03 -2.88 6.44
H 3.11 -1.57 6.25
H 3.32 0.17 4.49
H 1.40 0.67 3.03
H -3.49 -0.79 4.70
H -4.84 -2.77 5.19
H -4.49 -4.87 3.93
H -2.78 -4.95 2.13
H -1.48 -2.92 1.60
C 1.66 -3.33 -3.51
C 2.32 -1.95 -3.56
C 3.72 -2.05 -4.17
C 1.46 -1.04 -4.45
O 2.33 -1.43 -2.23
Si 3.61 -1.04 -1.28
S 2.74 -0.64 0.57
O 4.29 0.29 -1.90
C 5.48 0.99 -1.56
C 6.03 0.57 -0.20
C 6.49 0.68 -2.66
C 5.12 2.48 -1.54
O 4.79 -2.15 -1.31
C 5.08 -3.36 -0.66
C 6.33 -3.92 -1.36
C 5.34 -3.09 0.82
C 3.93 -4.36 -0.80
H 1.87 -3.89 -4.43
H 0.58 -3.21 -3.42
H 2.02 -3.89 -2.66
H 3.64 -2.39 -5.21
H 4.34 -2.75 -3.62
H 4.20 -1.08 -4.15
H 1.13 -1.59 -5.33
H 2.03 -0.18 -4.78
H 0.60 -0.71 -3.89
H 6.44 -0.43 -0.26
H 5.24 0.58 0.54
H 6.82 1.26 0.11
H 6.57 -0.40 -2.79
H 7.47 1.09 -2.41
H 6.16 1.11 -3.60
H 4.46 2.68 -0.71
H 4.60 2.74 -2.46
H 6.02 3.09 -1.45
H 7.14 -3.19 -1.30
H 6.11 -4.11 -2.41
H 6.64 -4.85 -0.89
H 6.19 -2.43 0.94
H 5.54 -4.01 1.37
H 4.47 -2.60 1.24
H 3.81 -4.66 -1.84
H 3.00 -3.90 -0.46
H 4.13 -5.24 -0.20
*
```

These are the Löwdin partial charges, in e, on atoms 1 to 8:
1. Sn 1.110
2. C -0.018
3. C -0.280
4. N -0.037
5. N 0.052
6. C -0.494
7. O -0.210
8. C -0.147

---

(2)
Molecular formula: C3H10N2S
Method: DFT, the ωB97M-V functional and the def2-TZVPD basis

Values from the calculation:
Kohn-Sham gap, eV: 9.94
Energy above the lowest of the compared OMol25 structures with the same formula, charge and spin, kJ/mol: 103.2
Highest occupied orbital energy, Ha: -0.330

```
! wB97M-V def2-TZVPD RIJCOSX def2/J DEFGRID3
* xyz 0 1
H -2.53 0.12 1.47
N -2.06 0.76 0.85
C -2.47 0.71 -0.35
N -2.08 1.58 -1.36
H -3.00 -0.22 -0.59
H -2.58 2.43 -1.57
H -1.07 1.73 -1.37
C 1.91 -0.45 1.21
C 2.17 -0.81 -0.27
S 0.99 -1.99 -1.03
H 1.58 -1.35 1.74
H 1.05 0.22 1.25
H 2.83 -0.04 1.61
H 3.11 -1.37 -0.26
H 2.20 0.08 -0.90
H -0.07 -1.42 -0.42
*
```

These are the natural (NBO) partial charges, in e, on atoms 1 to 8:
1. H 0.344
2. N -0.647
3. C 0.278
4. N -0.897
5. H 0.139
6. H 0.398
7. H 0.388
8. C -0.620

---

(3)
Molecular formula: C4H5N3
Method: DFT, the ωB97M-V functional and the def2-TZVPD basis

Values from the calculation:
Kohn-Sham gap (alpha / beta), eV: 8.47 / 8.47
Energy above the lowest of the compared OMol25 structures with the same formula, charge and spin, kJ/mol: 465.4
Highest occupied orbital energy (alpha / beta), Ha: -0.299 / -0.299

```
! wB97M-V def2-TZVPD RIJCOSX def2/J DEFGRID3
* xyz 0 1
C -0.08 0.17 0.01
C 0.70 1.15 0.17
N 2.05 1.07 0.22
C 2.41 -0.22 0.08
N 1.64 -1.30 -0.09
C 0.30 -1.14 -0.13
H 3.48 -0.41 0.12
H -0.32 -2.02 -0.27
N -2.28 0.55 -0.04
H -2.55 0.76 -0.99
H -3.00 -0.04 0.38
H -2.24 1.42 0.48
*
```

These are the natural (NBO) partial charges, in e, on atoms 1 to 8:
1. C 0.036
2. C 0.058
3. N -0.455
4. C 0.228
5. N -0.441
6. C 0.006
7. H 0.189
8. H 0.201

---

(4)
Molecular formula: C2H3ClFN
Method: DFT, the ωB97M-V functional and the def2-TZVPD basis

Values from the calculation:
Kohn-Sham gap (alpha / beta), eV: 7.40 / 8.98
Energy above the lowest of the compared OMol25 structures with the same formula, charge and spin, kJ/mol: 459.8
Highest occupied orbital energy (alpha / beta), Ha: -0.288 / -0.297

```
! wB97M-V def2-TZVPD RIJCOSX def2/J DEFGRID3
* xyz 0 1
C -1.07 -1.37 0.92
C 1.26 1.03 -0.36
N -0.82 -0.62 -0.05
F 1.62 1.52 0.84
Cl -2.24 -2.23 1.57
H 1.87 0.38 -0.90
H 0.72 1.54 -1.08
H -1.34 -0.24 -0.94
*
```

Which charges does natural (NBO) predict for the atoms? In e, they are:
1. C 0.161
2. C 0.101
3. N -0.666
4. F -0.330
5. Cl 0.113
6. H 0.117
7. H 0.112
8. H 0.393